{"formula": "C29H39CsN3O5P", "method": "wB97M-V/def2-TZVPD", "species": ["Cs", "O", "C", "O", "C", "P", "C", "C", "C", "C", "C", "C", "C", "C", "C", "C", "C", "C", "H", "H", "H", "H", "H", "H", "H", "H", "H", "H", "H", "H", "O", "C", "C", "C", "C", "C", "C", "C", "C", "N", "H", "H", "H", "H", "H", "H", "H", "H", "H", "H", "H", "C", "N", "C", "C", "O", "H", "H", "H", "H", "H", "H", "H", "C", "N", "C", "C", "C", "O", "H", "H", "H", "H", "H", "H", "H", "H", "H"], "positions_angstrom": [[0.3611, 0.8482, 1.1639], [-0.6721, -4.0109, 2.4570], [0.1020, -3.6107, 1.5620], [0.9378, -2.6342, 1.6376], [-0.0468, -4.1491, 0.1117], [-0.0637, -2.6480, -1.0009], [-1.7971, -2.1626, -1.1232], [-2.2039, -1.4736, -2.2804], [-3.5307, -1.0410, -2.4193], [-4.4244, -1.2504, -1.3652], [-3.9923, -1.9122, -0.2062], [-2.6875, -2.3736, -0.0779], [0.1114, -3.3926, -2.7143], [1.1918, -2.8987, -3.4344], [1.3519, -3.2038, -4.7689], [0.4910, -4.0983, -5.4158], [-0.5720, -4.6510, -4.6587], [-0.7270, -4.3401, -3.2964], [-0.9175, -4.7894, -0.0117], [0.8563, -4.6785, -0.2232], [-1.4774, -1.3927, -3.1109], [-3.8713, -0.5281, -3.3357], [-5.4917, -0.9493, -1.5035], [-4.6801, -2.0443, 0.6437], [-2.3964, -2.9052, 0.8401], [1.8853, -2.2020, -2.9397], [2.1952, -2.7795, -5.3350], [0.6283, -4.3674, -6.4695], [-1.3085, -5.3235, -5.1606], [-1.5158, -4.8151, -2.7053], [-1.6690, -0.9149, 3.8411], [-1.1685, -0.0762, 4.8626], [-0.0236, -0.6818, 5.7156], [1.2147, -1.1791, 4.9051], [2.3031, -0.1815, 4.6763], [3.3986, -0.1200, 5.5561], [4.4308, 0.7904, 5.3441], [4.3321, 1.6418, 4.2343], [3.2195, 1.5355, 3.4153], [2.2336, 0.6333, 3.5997], [-1.1766, -1.7507, 3.8435], [-2.0046, 0.1337, 5.5517], [-0.8659, 0.9020, 4.4357], [-0.4483, -1.5101, 6.3219], [0.3087, 0.0719, 6.4541], [0.9316, -1.5262, 3.8930], [1.6749, -2.0368, 5.4257], [3.3992, -0.7509, 6.4440], [5.3003, 0.8570, 6.0197], [5.0685, 2.4053, 4.0040], [3.1163, 2.1932, 2.5473], [-4.3737, 2.5804, 0.3873], [-4.2897, 2.7804, -1.0639], [-5.4713, 3.1983, -1.7861], [-3.1344, 2.5226, -1.7060], [-2.0182, 2.3309, -1.1552], [-5.0476, 3.3068, 0.8344], [-3.3723, 2.6954, 0.8362], [-4.7007, 1.5476, 0.5796], [-5.8830, 4.1312, -1.3836], [-6.2523, 2.4144, -1.7177], [-5.1914, 3.3628, -2.8520], [-3.2141, 2.5000, -2.7997], [4.3889, 3.2839, -3.3173], [3.7673, 3.7473, -2.0929], [4.5530, 4.6713, -1.2826], [2.5488, 3.2453, -1.6457], [1.6987, 2.4599, -2.6708], [2.2640, 3.4352, -0.4623], [5.4686, 3.2709, -3.1386], [4.1657, 3.9424, -4.1805], [4.0828, 2.2646, -3.5365], [5.0942, 5.4381, -1.8870], [5.2853, 4.1402, -0.6236], [3.8778, 5.1687, -0.5851], [1.6611, 3.0608, -3.6028], [0.6749, 2.3681, -2.2426], [2.1062, 1.4744, -2.8550]], "forces_ev_per_a": [[-0.1900, -0.4790, -0.2176], [0.5014, 0.0263, -0.5604], [0.1407, 1.6828, 0.2715], [-0.7689, -0.9277, 0.3117], [0.1274, 0.4756, -0.2087], [0.7514, -0.7516, -0.4177], [-0.2286, 0.0892, -0.3135], [-0.3316, -0.2194, -0.2615], [0.4052, 0.1005, 0.0487], [-0.5678, -0.0750, -0.1143], [-0.6897, 0.3984, 0.2390], [-0.3418, 0.0490, 0.2476], [0.3503, -0.0374, 0.9575], [-0.0084, 0.6990, 0.1456], [0.6390, -0.5501, -1.2107], [-0.7063, 0.0177, 0.8856], [-0.0270, -0.3151, -0.4325], [-0.1144, 0.0259, -0.7394], [-0.0500, -0.0772, -0.0002], [-0.1642, 0.0281, 0.2956], [-0.5814, 0.2081, 0.5095], [0.2676, -0.3855, 0.5123], [1.0246, -0.2279, 0.3488], [0.2577, -0.0222, -0.5582], [0.0011, 0.2480, -0.4494], [-0.3755, -0.3133, -0.2761], [-0.4057, -0.1853, 0.3206], [-0.1070, 0.1997, 0.4782], [0.7931, 0.4863, 0.5439], [0.1288, 0.2939, -0.2838], [0.4627, -0.0739, -0.0723], [0.1433, 0.2273, 0.7831], [0.0024, 0.0543, -0.1083], [-0.3277, -0.4837, -0.2964], [0.6594, 0.7954, -0.1371], [0.0523, 0.3727, 0.1568], [-0.0562, 0.1762, -0.2722], [-0.1023, -0.0579, 0.2104], [-0.2941, -0.5633, 0.1255], [0.3294, 0.1466, 0.6147], [-0.1331, -0.0817, -0.3021], [0.2347, 0.0830, -0.1358], [0.0401, -0.4068, 0.0332], [0.2807, 0.2856, -0.5119], [-0.2075, -0.1752, -0.2990], [-0.0710, -0.1995, 0.4269], [-0.3321, 0.2662, -0.2244], [0.0655, 0.0002, -0.2895], [-0.6072, -0.1084, -0.3761], [0.0346, -0.2013, 0.1415], [0.0192, -0.1477, 0.1923], [0.6167, -0.3087, -0.2331], [0.4989, 0.1069, 0.3550], [-0.2051, -0.5128, -0.5945], [2.2700, -0.1726, 1.2440], [-2.2746, 0.1203, -0.8982], [-0.1100, -0.0457, -0.0532], [-0.4573, 0.0220, -0.3439], [-0.1037, 0.3247, 0.1124], [0.1824, -0.1339, -0.0256], [0.2626, 0.4201, -0.1627], [-0.3454, -0.1538, 0.7508], [-0.1102, 0.1634, -0.0259], [0.0821, 0.3178, -0.1493], [-0.6888, -0.1596, -0.3359], [0.1520, -0.1188, 0.8128], [1.6316, 0.2846, 0.4798], [-0.4713, 1.3593, 0.8330], [-0.8249, -0.4247, -0.6966], [-0.1169, -0.0111, -0.2478], [0.1604, -0.3265, 0.3104], [0.0020, 0.0306, -0.1537], [-0.5317, -0.7562, 0.2084], [-0.3324, 0.2431, -0.6600], [0.0302, 0.0953, -0.1895], [-0.0394, -0.5942, 0.4051], [0.6888, 0.0303, -0.3644], [0.1107, -0.1696, -0.1086]], "e_tot_ev": -55251.1021, "relative_energy_kcal_mol": 3.9, "homo_ev": -7.26, "homo_lumo_gap_ha": 0.26910}